# C40H45F12N8O2SY

C40H45F12N8O2SY as an isolated structure (wB97M-V/def2-TZVPD, the OMol25 dataset).

Last column: Mulliken charge in e.
Cartesian coordinates (Å):
1 Y -0.0530 -0.8289 -0.0739  0.5420
2 C -5.0717 -5.5888 -2.5313  -1.5550
3 C -4.3147 -4.4394 -1.9212  0.3617
4 C -4.9076 -3.5598 -1.0272  -1.3171
5 C -4.1869 -2.5243 -0.4748  -0.7385
6 C -2.8330 -2.2832 -0.7688  0.5114
7 N -2.1636 -1.2222 -0.1517  1.4508
8 C -2.9123 -0.2784 0.5846  -0.5634
9 C -3.9302 0.4601 -0.0184  0.3466
10 C -4.6567 1.4076 0.6820  -1.2363
11 C -4.3855 1.6575 2.0180  0.6362
12 C -5.1556 2.6881 2.7998  -1.8695
13 C -3.3644 0.9318 2.6251  -0.2913
14 C -2.6177 -0.0225 1.9447  -0.8157
15 C -1.4168 -0.7584 2.5961  2.2549
16 O -0.2409 -0.4623 1.9674  -0.2799
17 C -1.2161 -0.3747 4.0876  0.0357
18 F -2.2691 -0.6917 4.8650  -0.2913
19 F -1.0110 0.9536 4.2099  -0.2112
20 F -0.1294 -0.9594 4.6111  -0.2650
21 C -1.6463 -2.3430 2.5604  0.4390
22 F -1.3927 -2.9500 3.7331  -0.3357
23 F -2.8901 -2.6870 2.2275  -0.2313
24 F -0.7971 -2.9145 1.6719  -0.2120
25 C -2.2029 -3.2101 -1.6457  -0.4090
26 C -2.9750 -4.2365 -2.1952  -0.8482
27 C -0.6986 -3.1949 -2.0272  1.6373
28 O 0.1104 -2.4641 -1.2191  -1.2353
29 C -0.5024 -2.6719 -3.5006  0.6619
30 F 0.6350 -3.1473 -4.0703  -0.3694
31 F -1.2671 -0.6194 -2.7457  -0.0261
32 F -1.5109 -3.0506 -4.3207  -0.3410
33 C -0.1068 -4.6537 -1.9870  0.4334
34 F -0.5259 -5.2925 -0.8889  -0.2410
35 F -0.4376 -5.4147 -3.0550  -0.2970
36 F 1.2304 -4.6273 -1.9413  -0.2237
37 H -6.1479 -5.4294 -2.4604  0.3693
38 H -4.8445 -6.5304 -2.0259  0.3057
39 H -4.8194 -5.7166 -3.5851  0.3825
40 H -5.9485 -3.6874 -0.7496  0.3637
41 H -4.6828 -1.8745 0.2316  0.3713
42 H -4.1632 0.2497 -1.0568  0.5111
43 H -5.4444 1.9595 0.1802  0.3030
44 H -5.9130 3.1662 2.1789  0.4004
45 H -4.4960 3.4690 3.1843  0.3449
46 H -5.6600 2.2389 3.6574  0.3942
47 H -3.1734 1.1270 3.6698  0.5410
48 H -2.5082 -4.9262 -2.8835  0.5580
49 C 5.6304 -1.4886 1.5509  -0.7781
50 C 5.8376 -1.0501 0.2532  -0.5709
51 C 4.7621 -0.8490 -0.6030  -0.8049
52 C 3.4668 -1.0749 -0.1567  -0.1160
53 C 3.2550 -1.5282 1.1458  -0.0001
54 C 4.3324 -1.7351 1.9866  -0.6295
55 N 2.3173 -0.8379 -0.9511  1.1665
56 N 2.5301 -0.8488 -2.2022  -0.5817
57 C 2.5383 -0.8819 -3.3564  1.3377
58 C 2.7557 -0.9072 -4.7582  -1.5784
59 C 1.8775 -0.7472 -5.7539  -0.2069
60 C 0.4397 -0.4839 -5.7700  -0.3227
61 C -0.5120 -0.6593 -4.8562  -1.0341
62 N -0.2944 -1.2210 -3.5758  0.5017
63 H 6.4695 -1.6503 2.2145  0.4245
64 H 6.8431 -0.8610 -0.1009  0.3872
65 H 4.9331 -0.5006 -1.6145  0.3380
66 H 2.2539 -1.7242 1.5136  0.3501
67 H 4.1584 -2.1045 2.9896  0.4872
68 H 3.7959 -1.0741 -5.0104  0.3985
69 H 2.3207 -0.7819 -6.7415  0.3744
70 H 0.0755 -0.1140 -6.7212  0.3508
71 H -1.5423 -0.3974 -5.0696  0.4748
72 C 0.1217 4.3518 -0.1681  -1.7523
73 C -1.1042 3.6566 -0.7474  1.7853
74 C -2.3533 4.1217 -0.0077  -1.8252
75 C -1.2328 3.9737 -2.2411  -1.9211
76 N -1.0275 2.2014 -0.5000  0.6328
77 N -0.0413 1.4904 -1.2540  -0.3422
78 H -0.0248 5.4328 -0.2053  0.5604
79 H 1.0313 4.1186 -0.7259  0.3565
80 H 0.2804 4.0469 0.8655  0.2076
81 H -2.4236 5.2095 -0.0381  0.5324
82 H -2.3168 3.7960 1.0328  0.3483
83 H -3.2575 3.7075 -0.4583  0.3746
84 H -1.4314 5.0362 -2.3902  0.4665
85 H -2.0588 3.4135 -2.6884  0.3439
86 H -0.3158 3.7402 -2.7876  0.3934
87 H -1.9295 1.7881 -0.7171  -0.2253
88 H 0.8651 1.8762 -0.9891  0.1579
89 H -0.1457 1.6395 -2.2582  0.1651
90 C 2.1298 0.9303 3.9965  -0.6019
91 N 3.3429 1.5128 3.4396  0.5134
92 C 4.5003 1.4279 4.3129  -1.2690
93 C 3.3977 1.9794 2.1790  -0.4227
94 S 2.1901 1.6901 1.0619  0.1750
95 N 4.5347 2.7168 1.8775  0.1876
96 C 4.7181 3.9497 2.6409  -1.1591
97 C 4.8681 2.8943 0.4755  -0.7834
98 H 1.9066 1.4108 4.9514  0.4921
99 H 2.2760 -0.1371 4.1687  0.3964
100 H 1.2967 1.0598 3.3145  -0.5526
101 H 4.5026 0.4407 4.7777  0.4066
102 H 4.4614 2.1768 5.1084  0.3165
103 H 5.4142 1.5540 3.7398  0.3717
104 H 4.3250 3.8484 3.6476  0.4076
105 H 4.1932 4.7787 2.1517  0.3173
106 H 5.7784 4.1976 2.7038  0.3140
107 H 4.8018 1.9424 -0.0449  0.1096
108 H 5.8937 3.2629 0.4217  0.3264
109 H 4.2036 3.6114 -0.0194  0.2755

Results
orbital gap	5.80	eV
energy above the lowest of the compared OMol25 structures with the same formula, charge and spin	557.4	kJ/mol
E_LUMO	-0.87	eV
total charge	0
E_tot	-102714.57034	eV